No. 1
Below is a structure of composition C31H30BrClI2NO3SiZr at a distorted geometry, with properties calculated with ωB97M-V/def2-TZVPD.

Results
Total energy = -5445.79382 Ha
HOMO level = -11.05 eV
2S+1 = 1
Net charge = +1
Energy relative to the best compared isomer or geometry (same formula, charge and spin) = 1.621 eV
Largest force on an atom = 0.04730 hartree/bohr

Geometry as XYZ:
```
71
Properties=species:S:1:pos:R:3:forces:R:3
C -0.729 2.449 -0.923 0.09 -0.02 0.09
C -6.416 -2.585 0.946 0.00 0.02 0.00
H -1.592 2.065 5.665 0.00 -0.03 0.00
C -1.870 -0.042 5.946 0.01 -0.12 0.05
C -2.254 -1.241 5.348 0.04 0.00 0.10
N -0.210 2.380 0.309 -0.19 -0.24 0.20
O -1.344 -0.108 -0.030 -0.12 0.31 0.29
H 4.838 3.478 3.225 -0.01 0.03 0.04
H 3.754 4.671 3.964 0.02 -0.04 0.00
C -2.662 -0.087 3.279 0.24 -0.09 -0.18
C -1.127 4.794 -0.729 -0.01 0.12 0.06
H 1.269 -0.695 -3.712 -0.02 0.03 -0.09
C -6.573 -1.309 1.472 0.01 0.01 0.01
C 2.056 1.903 3.555 -0.24 0.08 -0.13
Br -1.845 3.615 -3.229 -0.02 0.00 -0.03
C 1.246 -0.116 -2.796 -0.08 -0.02 0.12
O -3.167 1.191 1.329 -0.19 0.08 0.01
C 2.700 1.344 -4.123 0.08 0.06 -0.08
C 4.355 0.890 5.167 0.10 -0.22 -0.01
C -0.146 3.507 1.030 -0.01 0.00 -0.08
Zr 0.461 0.169 1.243 2.27 -0.48 -0.74
C -4.031 -2.286 0.942 0.01 0.09 -0.03
C -0.601 4.720 0.549 -0.02 0.10 -0.07
H 4.841 0.533 4.254 -0.02 0.03 0.08
C -5.145 -3.074 0.684 0.01 -0.03 -0.01
C -4.185 -1.007 1.468 0.03 -0.14 -0.01
C 2.870 1.651 -1.782 -0.28 -0.17 -0.15
C -2.989 -0.129 1.786 0.05 -0.51 -0.25
H -3.862 1.189 0.662 0.06 0.01 -0.09
C -1.176 3.629 -1.473 -0.01 0.02 -0.12
H -0.809 1.533 -1.485 -0.02 -0.04 0.02
C 3.596 2.378 -4.331 0.02 0.03 -0.02
H 3.874 2.655 -5.340 -0.01 -0.03 0.06
H 1.717 2.089 6.679 0.03 0.08 -0.01
Cl 2.567 1.295 -0.081 0.67 0.28 0.16
H -7.563 -0.928 1.688 0.05 -0.02 -0.02
H -7.284 -3.199 0.741 0.02 0.02 0.01
C 1.234 1.492 2.746 -0.01 -0.05 0.40
H -5.018 -4.070 0.278 0.00 0.05 0.01
H -2.312 2.025 3.307 0.01 0.09 -0.06
H 5.134 1.129 5.898 -0.06 -0.04 -0.05
H -2.247 -2.160 5.922 0.00 0.06 -0.03
C -1.883 1.126 5.210 -0.03 0.09 -0.11
C 3.776 2.681 -1.963 0.07 0.07 0.04
C 2.300 0.952 -2.843 0.00 -0.04 0.04
C -5.461 -0.523 1.739 -0.06 -0.01 0.05
C 4.346 3.773 4.155 0.12 0.14 -0.07
H -1.563 -0.031 6.985 -0.03 0.00 -0.06
H 4.196 3.179 -1.099 -0.02 -0.02 -0.05
H 3.037 3.168 7.156 -0.06 -0.02 -0.07
H 0.247 0.296 -2.686 -0.02 0.01 -0.01
H 0.290 3.422 2.012 0.01 -0.02 0.08
C -1.710 -0.663 1.036 -1.58 -0.23 0.35
H -5.588 0.460 2.180 0.02 -0.04 -0.02
H -2.926 -2.205 3.563 0.00 0.04 0.00
C -2.639 -1.266 4.021 -0.08 0.00 -0.01
H 3.750 0.069 5.563 0.06 0.06 -0.02
O -0.848 -1.408 1.631 -0.49 0.40 0.32
H -0.536 5.600 1.173 0.00 -0.02 0.00
I 1.390 -1.602 -1.262 0.08 -0.05 0.00
I 2.330 -1.711 2.302 -0.32 0.43 -0.25
H 4.851 3.853 -3.392 -0.04 -0.03 0.01
Si 3.317 2.387 4.834 -0.04 0.01 0.08
C 2.358 2.907 6.337 -0.09 0.04 0.16
C -2.278 1.108 3.874 0.03 -0.03 0.10
H 1.727 3.776 6.132 0.03 -0.06 0.02
H -3.041 -2.679 0.730 -0.06 -0.03 0.02
C 4.139 3.051 -3.246 0.03 0.01 -0.07
H 2.290 0.820 -4.979 0.00 0.02 0.06
H -1.491 5.728 -1.139 0.03 -0.04 0.02
H 5.126 4.032 4.878 -0.05 0.01 -0.07
```
Positions in Å, forces in eV/Å.

Here are the Löwdin charges for atoms 1 to 8, given in e: number 1, C, carries -0.193; number 2, C, carries -0.067; number 3, H, carries 0.108; number 4, C, carries -0.068; number 5, C, carries -0.051; number 6, N, carries -0.055; number 7, O, carries -0.113; number 8, H, carries 0.033

---

No. 2
Below is a structure of composition C31H30CdClI2N9O8, with properties calculated with ωB97M-V/def2-TZVPD.

Results
Total energy = -3517.34750 Ha
HOMO level = -2.39 eV
2S+1 = 1
Net charge = -2
Energy relative to the best compared isomer or geometry (same formula, charge and spin) = 0.725 eV
Largest force on an atom = 0.01335 hartree/bohr

Geometry as XYZ:
```
82
Properties=species:S:1:pos:R:3:forces:R:3
H -5.503 3.202 -2.216 0.01 -0.01 -0.02
N 0.960 2.157 0.804 -0.14 -0.25 -0.18
C -2.100 1.726 0.598 0.20 -0.19 0.01
N -1.132 -1.905 1.385 0.16 0.16 -0.16
O 1.372 -0.373 -3.684 0.01 -0.45 0.05
C -2.533 -3.023 2.952 0.05 -0.05 0.09
H 1.722 -0.845 -0.134 0.10 -0.03 0.01
H 1.186 1.239 -2.827 0.02 0.00 0.08
H 2.002 0.331 6.990 0.01 0.03 0.00
H 2.055 -2.744 1.764 -0.01 -0.02 -0.01
O 0.732 -1.227 -1.712 0.07 -0.07 0.22
H -0.446 3.839 2.322 0.01 -0.02 0.05
H 2.769 0.676 1.211 -0.05 0.01 -0.08
H 4.335 -0.752 3.561 -0.03 -0.02 -0.02
H 2.513 6.001 2.106 -0.01 -0.01 0.01
C 3.393 -0.414 3.981 0.00 -0.09 0.02
C -0.066 -2.506 1.905 0.03 -0.19 0.20
H 3.505 -0.899 1.524 -0.01 0.04 -0.01
C -0.172 -3.364 2.993 -0.03 -0.03 -0.01
C -0.764 -1.366 -3.569 0.18 0.17 0.26
O -0.864 -2.439 -7.516 -0.08 0.04 0.12
C 2.581 -0.309 1.639 0.00 0.18 0.21
O -5.493 -1.337 -3.716 0.19 0.03 0.06
N 1.832 3.632 -0.749 0.02 -0.12 -0.08
N -4.519 -1.455 -2.965 -0.59 -0.07 0.05
H 0.629 1.970 1.753 0.10 0.10 0.09
H -6.567 0.462 0.880 0.00 0.00 0.01
H 1.010 3.539 3.293 -0.02 -0.02 -0.03
H 2.738 2.569 -3.624 -0.01 0.03 -0.01
H 0.398 5.194 3.089 0.02 0.02 -0.01
C -0.765 -1.706 -4.883 -0.17 -0.03 -0.36
C 1.046 0.446 5.076 -0.45 0.16 -0.04
C -3.212 -1.535 -3.569 0.65 0.10 -0.09
C -6.169 1.854 -0.695 0.06 -0.02 0.01
N 1.007 1.791 -1.982 -0.14 0.27 0.36
H -3.164 -1.660 1.401 0.03 0.00 -0.02
Cl -7.849 1.968 -1.173 -0.11 0.00 -0.04
H -1.573 2.636 0.309 -0.02 0.00 0.04
C -5.211 2.580 -1.380 -0.02 -0.05 0.02
C -1.424 -3.625 3.526 0.03 0.05 -0.09
C 1.765 2.788 -1.881 -0.12 -0.09 0.11
C 1.330 3.319 0.517 0.15 0.05 -0.02
C -3.887 2.506 -0.979 0.07 -0.07 -0.04
C -4.487 0.992 0.764 0.06 0.00 -0.04
C 2.333 -0.162 3.129 -0.12 -0.06 -0.14
C 2.628 5.004 1.677 0.01 0.02 0.02
C 0.533 4.234 2.588 -0.01 0.02 0.04
H 1.938 4.612 -0.948 -0.09 0.05 -0.03
I -0.777 1.184 5.844 0.25 -0.12 0.00
C -1.996 -1.278 -2.790 -0.30 -0.37 0.02
N 1.318 4.445 1.382 -0.06 0.07 -0.13
H -4.210 0.375 1.611 -0.02 0.01 0.01
H 1.145 -2.840 0.236 0.06 -0.04 -0.02
H -2.050 1.578 1.679 0.00 0.16 0.04
C -3.482 1.725 0.114 -0.13 0.07 0.10
O -2.024 -1.011 -1.578 -0.04 0.26 0.03
N 2.613 3.257 -2.895 0.10 0.21 -0.15
H 3.186 4.383 2.394 -0.01 -0.01 -0.01
I 4.976 -0.581 6.589 -0.27 0.02 -0.18
H -4.103 -2.023 -5.434 -0.01 0.02 -0.01
C 3.287 -0.238 5.353 0.39 -0.04 0.30
C 1.241 -2.298 1.181 -0.09 0.04 -0.01
H -3.137 3.068 -1.524 0.00 0.02 0.02
H 0.718 -3.819 3.409 0.01 0.02 0.00
N 1.508 -0.908 0.862 -0.06 -0.02 -0.29
O 0.086 0.666 2.936 0.06 -0.16 0.03
C 2.101 0.196 5.922 0.01 -0.07 -0.03
H 3.224 5.088 0.770 0.01 0.01 0.01
H 0.169 -1.749 -5.424 0.04 0.06 0.05
H -1.531 -4.294 4.371 -0.01 0.02 0.02
C 1.075 0.326 3.644 0.07 0.12 0.18
C -1.969 -1.969 -5.575 0.12 0.18 0.65
C -3.176 -1.849 -4.909 -0.18 -0.11 -0.08
H -3.528 -3.211 3.331 -0.02 0.04 -0.04
O -3.015 -2.518 -7.535 0.08 0.05 0.12
C 0.568 -0.978 -2.935 -0.14 0.35 -0.36
H 3.485 3.651 -2.578 0.07 -0.12 0.08
N -1.950 -2.325 -6.946 -0.03 -0.21 -0.55
C -2.333 -2.159 1.886 -0.18 0.04 0.01
Cd -0.638 0.139 0.023 0.14 -0.07 -0.34
O -4.637 -1.536 -1.757 0.13 -0.02 -0.07
C -5.811 1.044 0.369 -0.02 0.04 -0.04
```
Positions in Å, forces in eV/Å.

Here are the Löwdin charges for atoms 1 to 8, given in e: number 1, H, carries 0.093; number 2, N, carries 0.129; number 3, C, carries -0.238; number 4, N, carries 0.073; number 5, O, carries -0.061; number 6, C, carries -0.065; number 7, H, carries 0.062; number 8, H, carries 0.021

---

No. 3
Below is a structure of composition C31H30CsOPS, with properties calculated with ωB97M-V/def2-TZVPD.

Results
Total energy = -2034.16227 Ha
HOMO level = -6.44 eV
2S+1 = 1
Energy relative to the best compared isomer or geometry (same formula, charge and spin) = 0.000 eV
Largest force on an atom = 0.00317 hartree/bohr

Geometry as XYZ:
```
65
Properties=species:S:1:pos:R:3:forces:R:3
C -2.412 2.441 -1.488 0.00 -0.01 0.01
H 5.398 1.797 2.701 0.00 0.00 0.02
H 2.380 -0.413 -3.267 0.03 0.04 -0.15
C 4.863 0.856 2.708 0.01 0.00 -0.06
H 0.748 -0.340 3.084 0.00 -0.01 0.00
C -1.923 -3.478 -3.085 0.01 0.01 0.01
C 2.883 -0.414 3.292 0.01 0.02 0.02
H -0.185 -3.271 -5.154 0.02 0.01 -0.01
C 1.468 -1.015 -3.203 0.03 0.03 0.14
C 3.597 0.784 3.272 -0.03 -0.01 0.02
C -0.772 -2.654 -3.165 -0.03 -0.02 -0.01
H -1.360 4.004 1.324 0.00 0.00 0.00
C -1.638 -2.193 2.637 0.01 0.00 0.00
H -5.040 -0.421 2.936 0.00 -0.01 0.01
C 0.563 2.656 -3.666 -0.04 -0.04 0.03
S 1.097 3.025 -1.999 -0.10 0.05 0.00
C -1.522 3.211 0.605 0.01 0.01 0.00
C -2.532 -2.585 3.623 0.01 0.00 -0.01
H 2.945 -2.486 2.745 -0.01 0.00 0.00
H -2.172 -4.109 -3.932 -0.01 -0.01 0.01
C 0.701 -0.950 -2.055 -0.10 -0.07 -0.11
C -2.705 -3.484 -1.965 0.01 0.01 -0.01
H 1.823 -1.827 -5.187 -0.01 -0.02 -0.01
H -2.269 -3.384 4.304 0.00 0.00 0.00
C 0.064 -2.638 -4.309 0.00 0.00 0.00
C 4.748 -1.479 2.172 -0.03 0.00 -0.02
C -1.275 -1.852 -0.915 0.03 0.01 -0.03
C -1.277 0.886 -0.031 0.00 -0.02 -0.01
C -3.758 -1.946 3.736 0.00 0.00 0.00
H -0.546 1.729 1.804 0.00 0.00 0.00
H 5.196 -2.368 1.745 -0.01 -0.01 0.02
H -2.589 4.462 -0.778 0.00 0.00 0.00
C 3.481 -1.544 2.736 0.00 0.00 -0.01
H 1.195 3.187 -4.377 0.02 0.01 0.02
Cs 2.682 0.350 -0.244 0.13 0.03 0.09
C 5.442 -0.276 2.150 0.03 0.02 0.03
O 2.586 2.832 -1.959 0.04 -0.06 0.00
H -0.481 2.954 -3.757 0.01 -0.01 -0.04
H -3.463 0.252 1.180 0.01 -0.01 0.00
C 1.170 -1.837 -4.321 0.00 0.05 0.00
H 1.303 -1.446 4.329 0.00 0.00 0.01
C -0.435 -1.821 -2.069 -0.04 0.02 0.03
C -1.952 -1.172 1.740 0.00 0.01 -0.01
H -4.456 -2.244 4.508 -0.01 0.01 0.00
H 6.431 -0.223 1.712 0.00 -0.01 0.00
H 3.154 1.672 3.711 0.00 -0.01 0.00
C -4.083 -0.923 2.856 0.00 0.01 -0.01
C -2.207 3.468 -0.575 0.01 0.00 0.00
H 1.183 5.200 -1.105 0.00 0.01 -0.01
H -2.116 0.363 -1.933 0.00 -0.01 0.01
H -2.953 2.631 -2.407 0.00 0.01 0.00
C 0.846 4.801 -2.060 0.00 0.00 0.00
H -3.008 -2.685 0.019 -0.01 -0.01 -0.01
C 1.496 -0.477 3.869 0.01 0.00 0.00
H 1.435 5.225 -2.873 0.01 -0.03 -0.01
C -1.060 1.929 0.868 0.00 0.01 0.01
H -3.580 -4.119 -1.912 0.00 0.00 -0.01
C -2.379 -2.663 -0.862 -0.01 0.01 0.03
H -0.677 -2.691 2.552 0.00 0.00 0.01
H 1.346 0.298 4.621 0.00 0.00 0.00
C -3.190 -0.542 1.864 0.00 0.01 0.01
C -1.948 1.159 -1.219 0.00 0.02 -0.01
P -0.688 -0.787 0.449 -0.01 -0.01 0.01
H 0.646 1.576 -3.790 0.01 0.00 0.01
H -0.216 5.008 -2.189 0.00 -0.01 -0.01
```
Positions in Å, forces in eV/Å.

Here are the Löwdin charges for atoms 1 to 8, given in e: number 1, C, carries -0.097; number 2, H, carries 0.107; number 3, H, carries 0.054; number 4, C, carries -0.112; number 5, H, carries 0.044; number 6, C, carries -0.045; number 7, C, carries -0.311; number 8, H, carries 0.102